# 1
Formula: C27H72O9
Source: the Open Molecules 2025 dataset
Level of theory: ωB97M-V/def2-TZVPD

Properties
Relative energy (zero: lowest compared OMol25 entry of this formula, charge and spin) in kJ/mol: 254.82
HOMO-LUMO gap in eV: 10.21
Structure (SMILES): CC(C)O.CC(C)O.CC(C)O.CC(C)O.CC(C)O.CC(C)O.CC(C)O.CC(C)O.CC(C)O

Last column: Mulliken charge in e.
Atoms and positions in Å:
C: 0.505 1.827 -1.058  -1.1203
C: 0.811 0.725 -0.026  1.4282
C: -0.268 0.491 0.993  -1.6874
O: 1.210 -0.450 -0.712  -0.3403
H: -0.327 1.364 -1.603  0.2341
H: 1.289 1.750 -1.811  0.0271
H: 0.371 2.788 -0.580  0.4915
H: 1.659 1.078 0.592  0.0881
H: -1.155 -0.005 0.559  0.0557
H: -0.609 1.378 1.524  0.5143
H: -0.057 -0.298 1.726  0.2556
H: 0.988 -1.179 -0.115  -0.0849
C: -4.835 3.815 2.746  -1.3903
C: -4.871 2.765 1.654  0.3592
C: -4.269 1.412 1.991  -0.7863
O: -6.217 2.575 1.196  -0.5409
H: -5.465 3.554 3.600  0.3331
H: -5.094 4.768 2.295  0.3351
H: -3.839 3.827 3.203  0.3472
H: -4.249 3.119 0.829  0.2794
H: -4.008 0.898 1.063  0.0986
H: -4.810 0.644 2.563  0.3483
H: -3.370 1.425 2.621  0.2121
H: -6.653 2.053 1.878  0.3642
C: -0.838 -0.872 4.898  -1.1020
C: -1.062 0.273 5.864  0.5787
C: -0.150 1.490 5.682  -1.2810
O: -2.385 0.780 5.710  -0.5636
H: -1.298 -1.821 5.198  0.4349
H: 0.204 -1.203 4.836  0.3273
H: -1.218 -0.644 3.901  0.1739
H: -0.841 -0.110 6.869  0.1593
H: -0.063 1.785 4.639  0.2236
H: 0.854 1.252 6.050  0.3820
H: -0.487 2.272 6.360  0.3587
H: -2.994 0.040 5.620  0.3319
C: 1.198 -4.467 2.737  -1.3076
C: 0.769 -3.830 1.401  0.6912
C: -0.688 -3.411 1.369  -0.9269
O: 1.585 -2.688 1.138  -0.2704
H: 2.294 -4.473 2.784  0.2943
H: 0.928 -5.513 2.873  0.3838
H: 0.951 -3.783 3.553  0.2179
H: 0.940 -4.602 0.640  0.3430
H: -1.226 -4.063 0.678  0.3307
H: -0.945 -2.393 1.071  -0.0726
H: -1.174 -3.464 2.349  0.3317
H: 2.507 -3.028 1.108  0.1172
C: -1.208 -2.474 -3.097  -0.5452
C: -0.973 -3.154 -4.442  0.3886
C: -1.157 -4.665 -4.301  -1.3346
O: -2.009 -2.688 -5.313  -0.5636
H: -1.976 -2.987 -2.528  -0.0752
H: -1.485 -1.430 -3.277  0.3160
H: -0.273 -2.283 -2.565  0.2238
H: 0.024 -2.919 -4.823  0.2345
H: -0.409 -5.021 -3.583  0.3098
H: -1.031 -5.207 -5.241  0.4255
H: -2.149 -4.914 -3.926  0.3353
H: -2.068 -3.188 -6.129  0.3069
C: 3.761 0.454 -3.365  -0.9577
C: 4.649 1.635 -3.084  0.8533
C: 4.759 1.902 -1.580  -1.1537
O: 5.958 1.340 -3.623  -0.5900
H: 3.642 0.223 -4.424  0.3893
H: 2.763 0.573 -2.941  0.0528
H: 4.166 -0.433 -2.870  0.2218
H: 4.271 2.534 -3.582  -0.0590
H: 5.397 1.185 -1.059  0.3843
H: 3.813 1.833 -1.040  0.1133
H: 5.175 2.908 -1.480  0.4334
H: 6.490 2.085 -3.310  0.3316
C: -5.768 -0.839 -1.520  -1.0969
C: -5.635 -2.068 -0.618  0.2747
C: -4.189 -2.234 -0.192  -0.7277
O: -6.526 -1.970 0.487  -0.5720
H: -5.157 -1.004 -2.414  0.3297
H: -5.524 0.094 -1.015  0.1979
H: -6.773 -0.779 -1.948  0.3401
H: -5.929 -2.931 -1.219  0.3079
H: -3.629 -1.313 -0.032  0.1125
H: -3.682 -2.802 -0.979  0.1421
H: -4.127 -2.915 0.662  0.3804
H: -6.129 -1.383 1.140  0.3086
C: 4.732 -1.101 0.841  -0.6369
C: 5.038 -2.362 1.636  0.1945
C: 4.650 -2.215 3.091  -1.1820
O: 4.268 -3.442 1.056  -0.5899
H: 4.916 -1.272 -0.220  0.2220
H: 5.322 -0.279 1.252  0.4570
H: 3.671 -0.851 0.915  -0.1163
H: 6.106 -2.579 1.546  0.4371
H: 3.596 -1.940 3.186  0.0980
H: 5.179 -1.358 3.512  0.4370
H: 4.833 -3.102 3.695  0.3406
H: 4.643 -3.737 0.222  0.2747
C: 2.127 6.671 -4.634  -1.4107
C: 1.589 6.130 -3.288  0.4828
C: 1.578 4.608 -3.352  -0.3935
O: 2.326 6.576 -2.186  -0.5311
H: 3.192 6.470 -4.753  0.3412
H: 1.998 7.762 -4.575  0.3910
H: 1.538 6.362 -5.493  0.3787
H: 0.567 6.537 -3.263  0.1405
H: 1.042 4.212 -4.212  0.4370
H: 1.279 4.209 -2.381  0.0285
H: 2.579 4.187 -3.503  -0.1474
H: 2.569 7.499 -2.314  0.3311

# 2
Formula: CH4ClN3
Source: the Open Molecules 2025 dataset
Level of theory: ωB97M-V/def2-TZVPD

Properties
Relative energy (zero: lowest compared OMol25 entry of this formula, charge and spin) in kJ/mol: 85.42
HOMO-LUMO gap in eV: 10.42
Structure (SMILES): [H]/N=C(/N)NCl

Last column: Mulliken charge in e.
Atoms and positions in Å:
H: -0.805 1.988 0.101  0.2437
N: 0.037 1.402 0.004  -0.6086
C: 0.033 0.171 0.007  0.4475
N: 1.444 -0.564 -0.005  -0.5431
N: -1.009 -0.569 0.425  -0.2452
Cl: -2.544 -0.090 -0.057  -0.0711
H: 1.971 0.176 0.233  0.2536
H: 1.733 -0.994 -0.877  0.2327
H: -0.859 -1.520 0.168  0.2904

# 3
Formula: C9H21IrOS3Se3SiTe
Source: the Open Molecules 2025 dataset
Level of theory: ωB97M-V/def2-TZVPD

Properties
Relative energy (zero: lowest compared OMol25 entry of this formula, charge and spin) in kJ/mol: 0.00
Charge: +1
HOMO-LUMO gap (spin up / spin down) in eV: 7.37 / 5.63
2S+1: 2

Last column: Mulliken charge in e.
Atoms and positions in Å:
Ir: -0.197 0.148 -0.814  0.7288
C: -0.316 3.349 -1.299  -0.5560
C: -1.521 3.099 -0.404  -0.8139
S: -1.546 1.528 0.516  -0.0419
C: -0.441 1.711 1.937  -0.7366
C: 1.001 2.021 1.594  -0.6948
S: 1.677 0.837 0.360  0.0765
C: 2.554 1.982 -0.777  -0.7791
C: 1.980 2.026 -2.188  -0.7451
S: 0.173 1.878 -2.284  0.0150
H: 0.549 3.661 -0.720  0.1718
H: -0.546 4.147 -2.005  0.5666
H: -2.435 3.044 -0.997  0.4051
H: -1.648 3.918 0.305  0.4875
H: -0.529 0.725 2.398  0.1987
H: -0.855 2.460 2.612  0.6350
H: 1.624 1.938 2.484  0.5339
H: 1.106 3.030 1.200  0.3721
H: 3.589 1.646 -0.817  0.4926
H: 2.552 2.965 -0.309  0.4566
H: 2.329 1.173 -2.769  0.3597
H: 2.280 2.939 -2.703  0.5070
Se: 1.302 -1.471 -1.920  -0.1609
Se: 0.708 -1.135 -4.135  -0.2402
Te: -1.704 -1.744 -3.983  0.2964
Se: -2.300 -0.582 -1.918  -0.1679
C: 1.054 -3.465 1.493  -0.9467
Si: -0.614 -2.741 1.049  0.0422
C: -1.773 -2.863 2.510  -1.0819
C: -1.336 -3.728 -0.373  -0.8370
O: -0.432 -1.140 0.730  -0.2323
H: 0.992 -4.541 1.671  0.3796
H: 1.455 -3.000 2.396  0.2794
H: 1.772 -3.305 0.684  0.2609
H: -1.921 -3.899 2.824  0.3455
H: -2.752 -2.448 2.257  0.2788
H: -1.383 -2.313 3.370  0.2916
H: -1.395 -4.780 -0.082  0.3918
H: -0.709 -3.667 -1.266  0.1921
H: -2.346 -3.399 -0.627  0.2690

# 4
Formula: C3H4Cl2
Source: the Open Molecules 2025 dataset
Level of theory: ωB97M-V/def2-TZVPD

Properties
Relative energy (zero: lowest compared OMol25 entry of this formula, charge and spin) in kJ/mol: 129.96
HOMO-LUMO gap in eV: 11.26
Structure (SMILES): ClC1(Cl)CC1

Last column: Mulliken charge in e.
Atoms and positions in Å:
Cl: -0.246 2.056 -1.184  -0.2532
C: -0.086 0.727 0.243  0.5361
Cl: 0.040 1.430 1.712  -0.1557
C: -0.838 -0.571 0.040  -0.6961
C: 0.707 -0.381 -0.126  -0.5832
H: -1.142 -0.896 -0.939  0.3171
H: -1.011 -1.077 0.960  0.3040
H: 1.511 -0.856 0.393  0.2641
H: 1.066 -0.431 -1.098  0.2670

# 5
Formula: C6H7N6O
Source: the Open Molecules 2025 dataset
Level of theory: ωB97M-V/def2-TZVPD

Properties
Charge: +1
HOMO-LUMO gap (spin up / spin down) in eV: 6.55 / 6.55

Last column: Mulliken charge in e.
Atoms and positions in Å:
C: -0.349 1.148 -4.392  0.0490
C: 1.063 0.632 -2.399  0.3156
C: 0.412 0.289 -1.210  0.3906
C: 2.540 0.678 -2.409  0.2080
C: 2.355 -0.069 -0.076  0.3336
C: -3.043 0.187 -0.298  -0.7521
N: 1.041 -0.047 -0.067  -0.5817
N: 0.360 0.927 -3.486  0.0722
N: 3.075 0.282 -1.181  -0.1033
N: -0.942 0.335 -1.270  -0.0824
N: 3.011 -0.434 1.021  -0.3434
N: -1.625 0.118 -0.251  0.0932
O: 3.237 1.006 -3.327  -0.5304
H: -3.405 1.037 0.290  0.3090
H: -3.366 0.302 -1.332  0.3622
H: -3.476 -0.714 0.142  0.3018
H: 4.090 0.280 -1.142  0.2299
H: 2.492 -0.711 1.839  0.2349
H: 4.016 -0.473 1.051  0.2008
H: -1.160 -0.110 0.643  0.2925

What did the fifth record say?
Formula: C6H7N6O
Source: the Open Molecules 2025 dataset
Level of theory: ωB97M-V/def2-TZVPD

Properties
Charge: +1
HOMO-LUMO gap (spin up / spin down) in eV: 6.55 / 6.55

Last column: Mulliken charge in e.
Atoms and positions in Å:
C: -0.349 1.148 -4.392  0.0490
C: 1.063 0.632 -2.399  0.3156
C: 0.412 0.289 -1.210  0.3906
C: 2.540 0.678 -2.409  0.2080
C: 2.355 -0.069 -0.076  0.3336
C: -3.043 0.187 -0.298  -0.7521
N: 1.041 -0.047 -0.067  -0.5817
N: 0.360 0.927 -3.486  0.0722
N: 3.075 0.282 -1.181  -0.1033
N: -0.942 0.335 -1.270  -0.0824
N: 3.011 -0.434 1.021  -0.3434
N: -1.625 0.118 -0.251  0.0932
O: 3.237 1.006 -3.327  -0.5304
H: -3.405 1.037 0.290  0.3090
H: -3.366 0.302 -1.332  0.3622
H: -3.476 -0.714 0.142  0.3018
H: 4.090 0.280 -1.142  0.2299
H: 2.492 -0.711 1.839  0.2349
H: 4.016 -0.473 1.051  0.2008
H: -1.160 -0.110 0.643  0.2925